DFT (wB97M-V/def2-TZVPD) results for a structure of composition C26H69O25PbS8 in a non-equilibrium geometry.

The value obtained for the gap between HOMO and LUMO is 7.87 eV. The LUMO energy comes out at -0.1331 Eh. The calculation puts the energy at -171187.12324 eV. The calculation puts the relative energy (zero: lowest compared OMol25 entry of this formula, charge and spin) at 18.3 kcal/mol.

```
! wB97M-V def2-TZVPD RIJCOSX def2/J DEFGRID3
* xyz 1 1
Pb 7.494 -14.642 -6.128
C 5.535 -11.376 -3.480
C 6.054 -11.446 -4.906
O 6.750 -12.555 -5.336
H 6.309 -11.261 -2.717
H 4.878 -12.230 -3.308
H 4.983 -10.443 -3.327
H 6.649 -10.538 -5.073
H 5.133 -11.314 -5.501
O 8.944 -13.329 -7.736
S 10.097 -12.768 -8.412
O 10.391 -13.114 -9.759
O 9.917 -11.180 -8.497
C 9.433 -10.438 -7.364
C 8.559 -9.356 -8.006
C 11.659 -12.927 -7.518
H 10.250 -9.944 -6.842
H 8.798 -11.035 -6.709
H 7.796 -8.924 -7.361
H 8.025 -9.724 -8.882
H 9.241 -8.581 -8.358
H 11.784 -13.933 -7.127
H 11.646 -12.203 -6.703
H 12.444 -12.629 -8.207
O 5.156 -7.014 -7.333
S 4.174 -7.999 -7.703
O 3.160 -8.367 -6.746
O 3.348 -7.677 -9.028
C 2.594 -6.446 -9.057
C 1.139 -6.591 -9.485
C 4.975 -9.476 -8.249
H 3.223 -5.810 -9.679
H 2.553 -5.942 -8.088
H 0.457 -6.249 -8.711
H 0.892 -7.635 -9.677
H 1.042 -6.002 -10.394
H 4.174 -10.106 -8.624
H 5.535 -9.818 -7.381
H 5.657 -9.232 -9.061
O 7.895 -5.755 -3.540
S 6.652 -6.436 -3.649
O 5.967 -6.924 -2.490
O 5.649 -5.566 -4.624
C 4.237 -5.633 -4.417
C 3.575 -4.589 -5.295
C 6.910 -7.774 -4.817
H 4.044 -5.438 -3.360
H 3.803 -6.617 -4.620
H 4.078 -3.631 -5.136
H 2.549 -4.343 -5.020
H 3.650 -4.820 -6.355
H 7.354 -7.319 -5.693
H 5.985 -8.340 -4.904
H 7.558 -8.472 -4.279
O 3.678 -14.247 1.232
S 4.272 -15.177 0.324
O 5.425 -15.956 0.636
O 3.062 -16.058 -0.231
C 3.273 -16.953 -1.331
C 2.466 -16.600 -2.573
C 4.585 -14.112 -1.102
H 3.005 -17.954 -0.999
H 4.328 -16.909 -1.611
H 1.436 -16.948 -2.477
H 2.923 -17.210 -3.354
H 2.418 -15.540 -2.816
H 3.756 -13.446 -1.339
H 4.658 -14.717 -2.007
H 5.412 -13.434 -0.899
O 10.117 -11.732 -4.534
S 9.935 -13.026 -3.978
O 9.498 -14.104 -4.874
O 11.304 -13.466 -3.329
C 11.546 -14.841 -2.973
C 12.695 -15.457 -3.695
C 8.907 -12.910 -2.518
H 10.665 -15.445 -3.232
H 11.403 -14.901 -1.892
H 12.639 -15.313 -4.772
H 12.796 -16.523 -3.485
H 13.669 -15.115 -3.335
H 8.960 -13.864 -1.991
H 7.855 -12.764 -2.752
H 9.416 -12.114 -1.980
O 3.700 -12.577 -7.558
S 3.709 -13.791 -6.806
O 4.891 -14.606 -6.688
O 3.117 -13.611 -5.343
C 2.362 -12.412 -5.064
C 1.967 -12.398 -3.613
C 2.391 -14.790 -7.490
H 1.409 -12.377 -5.598
H 2.922 -11.510 -5.303
H 2.783 -12.498 -2.896
H 1.206 -13.147 -3.390
H 1.550 -11.429 -3.329
H 2.379 -15.756 -6.996
H 2.684 -14.823 -8.540
H 1.430 -14.284 -7.466
O 4.401 -10.966 0.036
S 3.350 -10.522 0.900
O 3.402 -10.581 2.321
O 2.823 -9.034 0.505
C 2.468 -8.742 -0.838
C 2.792 -7.265 -1.086
C 1.854 -11.422 0.394
H 1.406 -8.937 -0.989
H 3.061 -9.193 -1.640
H 3.859 -7.070 -1.178
H 2.446 -6.636 -0.265
H 2.292 -7.008 -2.022
H 1.715 -11.297 -0.677
H 1.083 -10.867 0.926
H 1.950 -12.457 0.711
O 9.379 -9.521 0.285
S 8.166 -9.553 -0.465
O 8.133 -9.716 -1.894
O 7.194 -10.701 0.139
C 7.472 -11.256 1.430
C 8.259 -12.537 1.201
C 7.083 -8.181 -0.089
H 6.473 -11.400 1.838
H 8.023 -10.570 2.076
H 9.094 -12.561 0.503
H 7.566 -13.128 0.583
H 8.405 -13.091 2.126
H 7.632 -7.288 -0.367
H 6.893 -8.333 0.975
H 6.126 -8.381 -0.559
*
```

=====

DFT (wB97M-V/def2-TZVPD) results for an isolated molecule of C10H11IO in a non-equilibrium geometry.

The value obtained for the gap between HOMO and LUMO is 9.37 eV. The SMILES is C[C@@H]1Cc2ccccc2[C@@]1(O)I. The LUMO energy comes out at 0.0123 Eh. The calculation puts the energy at -20695.42081 eV. The calculation puts the relative energy (zero: lowest compared OMol25 entry of this formula, charge and spin) at 0.0 kcal/mol.

```
! wB97M-V def2-TZVPD RIJCOSX def2/J DEFGRID3
* xyz 0 1
C 1.587 2.050 1.738
C 2.438 0.958 1.877
C 0.373 2.017 1.149
C 1.941 -0.289 1.451
C -0.141 0.804 0.712
C 0.680 -0.268 0.816
C -1.516 0.400 0.256
C -1.258 -1.025 -0.472
C -0.074 -1.612 0.230
C -0.774 -0.664 -1.915
O 0.793 -2.444 -0.541
I -0.658 -2.931 1.956
H 1.968 3.034 2.187
H 3.315 1.037 2.444
H -0.214 2.951 0.973
H 2.475 -1.248 1.458
H -1.898 0.200 1.399
H -2.182 1.014 -0.228
H -2.119 -1.727 -0.381
H 0.032 -0.009 -1.809
H -1.597 -0.091 -2.457
H -0.534 -1.542 -2.468
H 1.530 -1.800 -0.752
*
```

=====

DFT (wB97M-V/def2-TZVPD) results for a cluster of 2 separate species, C4H4N3 in total in a non-equilibrium geometry.

The value obtained for the gap between HOMO and LUMO (alpha / beta) is 7.89 / 7.89 eV. The LUMO energy (alpha / beta) comes out at -0.2247 / -0.2248 Eh. The calculation puts the energy at -8669.26054 eV. The calculation puts the relative energy (zero: lowest compared OMol25 entry of this formula, charge and spin) at 109.9 kcal/mol.

```
! wB97M-V def2-TZVPD RIJCOSX def2/J DEFGRID3
* xyz 1 1
C 0.383 -1.259 -2.029
C 0.177 1.107 0.395
C 0.461 0.470 -0.735
C -0.902 0.080 2.507
N 0.401 -1.233 -3.130
N -0.345 0.437 1.503
N 0.174 -0.776 -0.872
H 0.343 2.222 0.485
H 0.822 0.960 -1.583
H -0.757 -0.378 3.531
H -0.756 -1.632 -0.071
*
```

=====

- What is the energy in the second record?
  -20695.42081 eV

=====

- Which value of energy does entry 1 give?
  -171187.12324 eV

=====

- Look up the energy of the third one.
  -8669.26054 eV